No. 1
This record from OMol25 describes C5H9NO as an isolated structure at a distorted geometry. The level of theory is ωB97M-V with the def2-TZVPD basis set.

```
! RIJCOSX wB97M-V def2-TZVPD def2/J DEFGRID3
* xyz 0 1
O -1.345 -0.316 -1.666
N 0.898 0.080 -1.237
C 0.348 0.110 2.029
C 1.649 -0.527 -2.303
C -0.368 0.217 -1.212
C -0.807 0.434 1.172
C -2.098 0.268 1.354
H 0.476 -0.954 2.220
H 1.812 0.187 -3.116
H 1.142 -1.382 -2.765
H 1.268 0.457 1.557
H 2.626 -0.826 -1.919
H -0.571 1.113 -0.033
H 0.289 0.613 2.998
H -2.494 0.006 2.328
H -2.824 0.520 0.594
*
```

## Properties
Calculated total energy ... -8864.70937 eV
HOMO level ... -9.197 eV
M ... 99.13 g/mol

=====

No. 2
This record from OMol25 describes one molecule with the formula C5H9NO at a distorted geometry. The level of theory is ωB97M-V with the def2-TZVPD basis set.

```
! RIJCOSX wB97M-V def2-TZVPD def2/J DEFGRID3
* xyz 0 1
O 2.434 -1.197 0.197
N -1.359 1.511 0.587
C -1.841 0.550 -0.413
C -0.508 0.394 0.216
C 1.089 -1.004 -0.205
C 0.753 0.446 -0.620
C 0.003 -0.846 0.957
H -1.862 0.825 -1.470
H -0.800 -1.522 1.287
H 0.750 -0.754 1.723
H -2.701 -0.041 -0.101
H 0.634 0.657 -1.682
H -1.039 2.370 0.139
H 2.809 -0.364 0.524
H 1.474 1.147 -0.171
H 0.906 -1.780 -0.952
*
```

## Properties
Calculated total energy ... -8866.12048 eV
HOMO level ... -9.529 eV
SMILES string ... O[C@H]1C[C@]2(CN2)C1
M ... 99.13 g/mol

=====

No. 3
This record from OMol25 describes one molecule with the formula C5H9NO. The level of theory is ωB97M-V with the def2-TZVPD basis set.

```
! RIJCOSX wB97M-V def2-TZVPD def2/J DEFGRID3
* xyz 0 1
O -2.081 -0.018 0.537
N -0.685 0.487 -1.164
C 1.263 -0.930 -0.746
C -0.857 -0.740 0.822
C 0.185 -0.059 -0.095
C -1.850 0.534 -0.677
C 0.832 1.151 0.591
H 0.850 -1.840 -1.195
H -2.694 1.021 -1.158
H 2.074 -1.208 -0.062
H 1.292 1.791 -0.168
H 0.072 1.740 1.118
H -0.699 -0.648 1.897
H -1.005 -1.793 0.548
H 1.602 0.850 1.311
H 1.702 -0.338 -1.558
*
```

## Properties
Calculated total energy ... -8868.21490 eV
HOMO level ... -9.605 eV
SMILES string ... CC1(C)COC=N1
M ... 99.13 g/mol